1.
This record from the OMol25 dataset describes a cluster of 9 separate species, C18H54O9S8 in total in a non-equilibrium geometry. The level of theory is ωB97M-V/def2-TZVPD.

Geometry (Å):
1 C -65.467 -6.161 2.556
2 C -65.080 -4.851 2.047
3 O -65.799 -4.570 0.855
4 H -65.177 -6.449 3.460
5 H -65.156 -7.026 1.965
6 H -66.518 -6.196 2.574
7 H -63.983 -4.799 1.905
8 H -65.193 -3.961 2.697
9 H -65.538 -3.666 0.640
10 C -71.444 -14.080 -2.864
11 S -69.704 -13.676 -3.191
12 O -69.594 -12.382 -3.926
13 C -69.279 -13.267 -1.467
14 H -71.591 -14.772 -2.214
15 H -71.566 -14.681 -3.769
16 H -71.917 -13.225 -2.577
17 H -68.208 -12.979 -1.199
18 H -69.487 -14.104 -0.715
19 H -69.893 -12.471 -1.220
20 C -64.976 -10.587 1.415
21 S -66.604 -9.825 1.543
22 O -66.379 -8.689 0.551
23 C -67.412 -11.249 0.669
24 H -64.236 -9.922 1.875
25 H -64.909 -11.065 0.298
26 H -64.757 -11.581 1.913
27 H -68.564 -11.053 0.429
28 H -67.544 -11.965 1.346
29 H -66.735 -11.528 -0.128
30 C -69.272 -4.524 -1.290
31 S -69.001 -4.415 0.470
32 O -70.358 -3.876 1.080
33 C -68.860 -6.169 0.776
34 H -69.997 -5.253 -1.510
35 H -68.373 -5.009 -1.791
36 H -69.489 -3.439 -1.827
37 H -68.039 -6.681 0.115
38 H -69.952 -6.544 0.343
39 H -68.877 -6.551 1.729
40 C -64.068 -13.274 -1.252
41 S -65.507 -14.409 -1.219
42 O -66.371 -14.111 -2.488
43 C -64.629 -15.967 -1.661
44 H -64.270 -12.260 -1.450
45 H -63.307 -13.398 -1.940
46 H -63.490 -13.436 -0.316
47 H -63.819 -15.630 -2.440
48 H -65.299 -16.748 -2.096
49 H -64.392 -16.514 -0.823
50 C -62.644 -7.004 -0.543
51 S -64.254 -6.797 -1.382
52 O -63.846 -6.136 -2.651
53 C -64.539 -8.445 -2.021
54 H -62.784 -7.308 0.582
55 H -62.378 -5.969 -0.491
56 H -61.862 -7.486 -1.228
57 H -65.638 -8.606 -2.379
58 H -64.373 -9.313 -1.281
59 H -63.920 -8.572 -2.894
60 C -64.615 -12.562 5.361
61 S -66.217 -12.819 4.460
62 O -66.027 -13.966 3.433
63 C -66.936 -13.751 5.907
64 H -64.759 -11.814 6.261
65 H -64.052 -12.317 4.591
66 H -64.353 -13.454 6.001
67 H -66.095 -14.520 6.263
68 H -67.952 -14.082 5.624
69 H -67.142 -12.969 6.544
70 C -70.839 -8.915 -1.923
71 S -69.958 -9.188 -3.480
72 O -70.047 -7.885 -4.244
73 C -68.339 -9.263 -2.653
74 H -71.800 -8.525 -2.286
75 H -70.567 -8.047 -1.407
76 H -71.026 -9.633 -1.171
77 H -68.147 -10.113 -2.142
78 H -68.234 -8.361 -2.293
79 H -67.641 -9.558 -3.322
80 C -69.703 -12.461 2.140
81 S -70.887 -11.232 1.668
82 O -70.309 -10.415 0.525
83 C -72.123 -12.320 1.069
84 H -70.032 -13.015 2.956
85 H -68.712 -11.960 2.345
86 H -69.368 -13.032 1.265
87 H -72.840 -11.747 0.364
88 H -72.657 -12.767 1.759
89 H -71.847 -13.321 0.448

energy above the lowest of the compared OMol25 structures with the same formula, charge and spin	27.4	kJ/mol
charge	0
HOMO-LUMO gap	7.653	eV
LUMO	-0.010	hartree
HOMO energy	-7.913	eV
total energy	-4580.23556	Ha

***

2.
This record from the OMol25 dataset describes a structure of composition C19H21Br2N6O2PdSe in a non-equilibrium geometry. The level of theory is ωB97M-V/def2-TZVPD.

Geometry (Å):
1 Pd -0.339 0.586 0.519
2 C -2.099 0.060 3.226
3 C -0.664 0.088 3.632
4 C -0.229 -0.053 4.962
5 C 1.118 -0.072 5.243
6 C 2.056 -0.005 4.196
7 C 3.479 -0.095 4.349
8 Br 4.257 -0.163 6.064
9 C 4.304 -0.132 3.232
10 C 3.793 -0.037 1.948
11 Br 4.912 -0.105 0.443
12 C 2.391 0.124 1.709
13 O 1.895 0.233 0.554
14 C 1.541 0.129 2.886
15 N 0.220 0.206 2.654
16 H -2.751 -0.022 4.090
17 H -2.262 -0.814 2.583
18 H -2.357 0.972 2.674
19 H -0.956 -0.148 5.753
20 H 1.460 -0.168 6.263
21 H 5.372 -0.239 3.368
22 C -1.926 3.073 -3.006
23 N -0.514 2.820 -3.081
24 C 0.187 2.702 -4.236
25 C 1.499 2.492 -3.906
26 N 1.581 2.482 -2.553
27 C 2.780 2.352 -1.770
28 C 0.341 2.668 -2.045
29 Se -0.074 2.914 -0.218
30 H -2.216 3.722 -3.833
31 H -2.180 3.563 -2.065
32 H -2.486 2.139 -3.092
33 H -0.273 2.779 -5.204
34 H 2.345 2.364 -4.557
35 H 3.644 2.307 -2.429
36 H 2.747 1.442 -1.165
37 H 2.895 3.218 -1.115
38 C -5.553 -1.862 -0.376
39 N -4.447 -0.938 -0.358
40 C -4.604 0.493 -0.233
41 C -3.159 0.948 -0.152
42 O -2.728 2.079 -0.002
43 N -2.359 -0.145 -0.284
44 C -3.157 -1.239 -0.434
45 N -2.656 -2.451 -0.618
46 H -6.372 -1.446 0.207
47 H -5.258 -2.809 0.074
48 H -5.911 -2.038 -1.392
49 H -5.174 0.773 0.659
50 H -5.116 0.929 -1.099
51 H -1.657 -2.561 -0.720
52 H -3.241 -3.241 -0.838

multiplicity	5
energy above the lowest of the compared OMol25 structures with the same formula, charge and spin	88.7	kJ/mol
charge	+3
HOMO-LUMO gap (spin up / spin down)	7.752 / 5.413	eV
LUMO (spin up / spin down)	-0.321 / -0.439	hartree
HOMO energy (spin up / spin down)	-16.477 / -17.350	eV
total energy	-8892.01714	Ha

***

3.
This record from the OMol25 dataset describes the molecule C7H10N2S in a non-equilibrium geometry. The level of theory is ωB97M-V/def2-TZVPD.

Geometry (Å):
1 C -0.784 2.546 -0.206
2 C 0.306 1.865 -0.715
3 C -1.163 0.573 0.361
4 C -0.146 -1.531 0.589
5 C -1.452 -0.784 0.698
6 C 0.762 -0.724 -0.435
7 C 2.161 -0.433 0.095
8 N -1.645 1.747 0.518
9 N 0.046 0.589 -0.494
10 S -2.740 -1.540 -0.481
11 H -0.900 3.574 -0.207
12 H 1.244 2.231 -1.063
13 H 0.330 -1.492 1.602
14 H -0.156 -2.664 0.354
15 H -1.909 -0.877 1.670
16 H 0.812 -1.261 -1.426
17 H 1.990 -0.281 1.135
18 H 2.541 0.517 -0.317
19 H 2.792 -1.299 -0.191
20 H -2.089 -0.754 -1.486

SMILES	C[C@H]1C[C@H](S)c2nccn21
energy above the lowest of the compared OMol25 structures with the same formula, charge and spin	36.2	kJ/mol
charge	0
HOMO-LUMO gap	9.074	eV
LUMO	0.030	hartree
HOMO energy	-8.250	eV
total energy	-780.39166	Ha

***

4.
This record from the OMol25 dataset describes a structure of composition C21H32Cl5GePdSi3. The level of theory is ωB97M-V/def2-TZVPD.

Geometry (Å):
1 Pd -0.428 0.693 0.695
2 Cl 2.080 1.957 2.082
3 C 1.481 2.968 0.793
4 C 0.404 2.510 0.049
5 C -0.007 3.319 -1.001
6 Cl -1.282 2.799 -2.055
7 C 0.605 4.544 -1.279
8 Cl 0.065 5.525 -2.587
9 C 1.670 4.978 -0.492
10 Cl 2.436 6.483 -0.818
11 C 2.121 4.178 0.554
12 Cl 3.452 4.686 1.520
13 C -4.900 2.400 0.784
14 C -4.588 1.205 0.147
15 C -3.279 0.746 0.132
16 C -2.277 1.471 0.766
17 C -2.585 2.670 1.397
18 C -3.899 3.126 1.412
19 H -5.917 2.768 0.785
20 H -5.366 0.636 -0.348
21 H -3.047 -0.183 -0.374
22 H -1.809 3.257 1.874
23 H -4.137 4.059 1.908
24 C 3.382 -1.537 1.629
25 Si 3.011 -1.640 -0.203
26 C 2.845 -3.449 -0.652
27 C 4.432 -0.917 -1.187
28 Ge 1.051 -0.455 -0.958
29 Si -0.150 -1.526 -2.723
30 C 0.937 -1.292 -4.232
31 C -1.834 -0.801 -3.067
32 C -0.380 -3.362 -2.422
33 Si -0.902 -0.841 2.482
34 C 0.185 -0.323 3.900
35 C -2.687 -0.832 3.005
36 C -0.440 -2.543 1.867
37 H 4.462 -1.647 1.760
38 H 2.899 -2.349 2.173
39 H 3.092 -0.598 2.082
40 H 3.792 -3.943 -0.416
41 H 2.650 -3.594 -1.715
42 H 2.053 -3.944 -0.090
43 H 5.388 -1.246 -0.772
44 H 4.416 0.173 -1.180
45 H 4.385 -1.243 -2.227
46 H 1.073 -0.232 -4.449
47 H 0.488 -1.767 -5.107
48 H 1.928 -1.726 -4.083
49 H -1.849 0.286 -3.038
50 H -2.594 -1.173 -2.380
51 H -2.112 -1.125 -4.075
52 H 0.553 -3.916 -2.524
53 H -1.078 -3.739 -3.174
54 H -0.796 -3.585 -1.439
55 H 0.039 0.723 4.172
56 H 1.243 -0.476 3.687
57 H -0.083 -0.939 4.764
58 H -2.987 0.152 3.365
59 H -2.800 -1.556 3.818
60 H -3.361 -1.111 2.196
61 H 0.633 -2.624 1.709
62 H -0.942 -2.801 0.934
63 H -0.736 -3.273 2.627

multiplicity	4
energy above the lowest of the compared OMol25 structures with the same formula, charge and spin	28.7	kJ/mol
charge	0
HOMO-LUMO gap (spin up / spin down)	6.932 / 6.356	eV
LUMO (spin up / spin down)	0.004 / -0.083	hartree
HOMO energy (spin up / spin down)	-6.820 / -8.624	eV
total energy	-6193.59446	Ha

***

5.
This record from the OMol25 dataset describes the molecule C4H5N3O4 in a non-equilibrium geometry. The level of theory is ωB97M-V/def2-TZVPD.

Geometry (Å):
1 C -0.634 0.492 -0.733
2 C 1.917 -0.065 -0.837
3 C -2.286 0.624 1.175
4 C -0.909 0.340 0.598
5 N 0.724 0.375 -1.131
6 N 2.089 -0.964 0.260
7 N 1.130 -1.685 0.643
8 O -3.297 0.821 0.319
9 O -1.425 0.775 -1.664
10 O 2.904 0.126 -1.537
11 O -2.387 0.804 2.400
12 H -0.332 0.126 1.498
13 H 0.841 0.907 -2.002
14 H 3.229 -1.127 0.504
15 H 1.352 -2.587 1.031
16 H -2.917 1.040 -0.525

energy above the lowest of the compared OMol25 structures with the same formula, charge and spin	431.2	kJ/mol
charge	0
HOMO-LUMO gap (spin up / spin down)	10.112 / 5.493	eV
LUMO (spin up / spin down)	-0.015 / -0.112	hartree
HOMO energy (spin up / spin down)	-10.517 / -8.528	eV
total energy	-620.53531	Ha

***

6.
This record from the OMol25 dataset describes the molecule C5H6N4 in a non-equilibrium geometry. The level of theory is ωB97M-V/def2-TZVPD.

Geometry (Å):
1 C 1.657 0.012 -0.558
2 C 0.649 -1.007 -0.870
3 C -0.441 -1.457 0.264
4 C -0.920 1.943 0.280
5 C -0.408 0.863 -0.283
6 H 2.707 0.122 -0.903
7 H 1.757 0.343 0.566
8 H 1.026 -1.824 -1.604
9 H -0.185 -2.119 1.203
10 H -1.315 -2.012 -0.316
11 H -0.867 2.833 -0.051
12 N -0.871 -0.107 0.517
13 N -1.548 0.305 1.582
14 N -1.702 1.666 1.456
15 N 0.461 0.438 -1.284

SMILES	c1nnn2c1N1C[C@H]1C2
energy above the lowest of the compared OMol25 structures with the same formula, charge and spin	335.8	kJ/mol
charge	0
HOMO-LUMO gap	10.183	eV
LUMO	0.029	hartree
HOMO energy	-9.392	eV
total energy	-412.99577	Ha

***

7.
This record from the OMol25 dataset describes a cluster of 2 separate species, CH2N2S in total in a non-equilibrium geometry. The level of theory is ωB97M-V/def2-TZVPD.

Geometry (Å):
1 C 0.375 0.938 -0.569
2 N 0.910 1.945 -0.749
3 N -0.346 -0.137 -0.456
4 S -1.336 -0.812 0.615
5 H 1.237 -1.507 -0.716
6 H -0.841 -0.428 1.875

energy above the lowest of the compared OMol25 structures with the same formula, charge and spin	392.2	kJ/mol
charge	0
HOMO-LUMO gap (spin up / spin down)	8.010 / 8.982	eV
LUMO (spin up / spin down)	-0.084 / -0.025	hartree
HOMO energy (spin up / spin down)	-10.293 / -9.673	eV
total energy	-546.81210	Ha

***

8.
This record from the OMol25 dataset describes a structure of composition C19H22N2Pt in a non-equilibrium geometry. The level of theory is ωB97M-V/def2-TZVPD.

Geometry (Å):
1 C 0.081 -0.725 3.697
2 C 0.941 0.345 3.553
3 H -0.705 0.029 4.087
4 H 0.562 -1.537 4.301
5 H -0.573 -1.300 2.814
6 H 1.223 0.887 2.525
7 H 0.508 1.198 4.049
8 H 1.879 0.111 4.020
9 C -1.280 -2.504 -0.413
10 C -1.992 -3.132 -1.401
11 C -1.736 -2.813 -2.747
12 C -0.745 -1.855 -3.077
13 H -1.386 -2.735 0.650
14 H -2.748 -3.881 -1.100
15 H -2.314 -3.312 -3.536
16 H -0.469 -1.547 -4.084
17 N -0.380 -1.532 -0.702
18 C -0.060 -1.227 -2.008
19 C 0.957 -0.233 -2.159
20 N 1.429 0.290 -0.969
21 C 2.415 1.207 -0.946
22 C 2.494 1.206 -3.339
23 C 2.975 1.689 -2.100
24 H 2.736 1.515 0.050
25 H 3.793 2.423 -2.005
26 C 1.468 0.242 -3.390
27 H 1.034 -0.187 -4.297
28 H 2.955 1.594 -4.260
29 Pt 0.539 -0.411 0.594
30 C 2.045 -1.753 1.064
31 H 3.011 -1.228 0.909
32 H 1.958 -2.635 0.390
33 H 1.893 -2.010 2.125
34 C -2.881 3.002 0.611
35 C -1.530 3.359 0.652
36 C -0.534 2.371 0.713
37 C -0.927 1.040 0.727
38 C -2.260 0.657 0.762
39 C -3.244 1.655 0.692
40 H -3.651 3.776 0.504
41 H -1.228 4.418 0.618
42 H 0.527 2.575 0.825
43 H -2.481 -0.391 0.912
44 H -4.301 1.361 0.688

multiplicity	5
energy above the lowest of the compared OMol25 structures with the same formula, charge and spin	212.7	kJ/mol
charge	+2
HOMO-LUMO gap (spin up / spin down)	6.411 / 4.695	eV
LUMO (spin up / spin down)	-0.286 / -0.398	hartree
HOMO energy (spin up / spin down)	-14.195 / -15.519	eV
total energy	-965.11403	Ha

***

9.
This record from the OMol25 dataset describes a cluster of 3 separate species, C28H48F7IN2O2P in total in a non-equilibrium geometry. The level of theory is ωB97M-V/def2-TZVPD.

Geometry (Å):
1 C 4.279 -3.027 -0.365
2 O 3.878 -1.837 0.280
3 C 4.635 -1.567 1.444
4 C 4.312 -0.201 1.990
5 C 4.373 0.911 0.935
6 C 3.013 1.047 0.202
7 C 2.167 2.148 0.834
8 C 0.653 2.012 0.569
9 C 0.145 0.691 1.200
10 C -1.367 0.793 1.492
11 P -2.470 -0.814 1.537
12 C -0.942 -1.816 2.169
13 C -2.818 -0.609 3.470
14 C -3.912 0.435 1.158
15 C -5.370 0.094 1.475
16 C -6.195 1.393 1.637
17 I -7.883 1.159 2.963
18 C -3.687 -2.332 1.637
19 C -3.235 -3.723 1.226
20 O -4.328 -4.651 1.564
21 C -4.063 -5.914 1.066
22 C -3.165 -6.791 1.963
23 F -3.862 -7.863 2.398
24 F -2.720 -6.200 3.034
25 F -2.158 -7.305 1.258
26 C -2.136 -1.166 -0.365
27 F -1.774 -0.030 -1.057
28 F -3.359 -1.408 -0.988
29 C -1.186 -2.226 -0.967
30 F -0.853 -3.349 -0.292
31 F -0.005 -1.657 -1.356
32 H 4.860 -2.760 -1.249
33 H 3.418 -3.619 -0.664
34 H 4.895 -3.647 0.288
35 H 4.379 -2.313 2.206
36 H 5.698 -1.676 1.206
37 H 5.040 0.021 2.766
38 H 3.303 -0.205 2.394
39 H 5.187 0.771 0.228
40 H 4.528 1.853 1.459
41 H 3.181 1.235 -0.858
42 H 2.506 0.094 0.296
43 H 2.349 2.219 1.906
44 H 2.492 3.099 0.401
45 H 0.151 2.806 1.124
46 H 0.359 2.110 -0.474
47 H 0.479 -0.127 0.567
48 H 0.695 0.617 2.141
49 H -1.741 1.530 0.782
50 H -1.450 1.370 2.412
51 H -0.513 -1.242 2.985
52 H -1.179 -2.756 2.670
53 H -0.114 -1.998 1.477
54 H -2.643 -1.546 3.997
55 H -2.152 0.094 3.982
56 H -3.850 -0.332 3.715
57 H -3.874 0.824 0.139
58 H -3.702 1.309 1.771
59 H -5.572 -0.523 2.345
60 H -5.823 -0.414 0.625
61 H -6.636 1.631 0.677
62 H -5.584 2.245 1.906
63 H -4.560 -2.236 0.989
64 H -4.149 -2.426 2.612
65 H -3.181 -3.770 0.138
66 H -2.331 -4.144 1.663
67 H -5.014 -6.439 1.005
68 H -3.637 -5.932 0.059
69 H -1.615 -2.554 -1.916
70 N 1.968 6.341 -1.750
71 C 2.574 5.128 -1.944
72 C 1.702 4.322 -2.624
73 C 0.523 5.079 -2.856
74 C 0.718 6.319 -2.308
75 H 2.375 7.122 -1.271
76 H 3.571 4.945 -1.577
77 H 1.888 3.303 -2.922
78 H -0.367 4.748 -3.365
79 H 0.077 7.183 -2.264
80 N 4.253 3.222 -4.754
81 C 3.521 3.634 -5.832
82 C 3.550 2.635 -6.768
83 C 4.327 1.574 -6.230
84 C 4.744 1.966 -4.986
85 H 4.402 3.759 -3.919
86 H 3.044 4.600 -5.838
87 H 3.066 2.660 -7.730
88 H 4.552 0.632 -6.701
89 H 5.344 1.461 -4.248

charge	-1
HOMO-LUMO gap	6.533	eV
LUMO	0.078	hartree
HOMO energy	-4.404	eV
total energy	-2693.67854	Ha